[1]
{
  "formula": "C38H78Cl42N",
  "method": "ωB97M-V with the def2-TZVPD basis set",
  "orbital_gap_ev": 10.4,
  "homo_ha": -0.4441,
  "total_charge": 1,
  "e_tot_ha": -20877.27981,
  "e_lumo_ev": -1.675,
  "multiplicity": 1,
  "elements": ["C", "C", "C", "C", "C", "C", "C", "C", "C", "C", "C", "N", "C", "C", "C", "C", "C", "C", "H", "H", "H", "H", "H", "H", "H", "H", "H", "H", "H", "H", "H", "H", "H", "H", "H", "H", "H", "H", "H", "H", "H", "H", "H", "H", "H", "H", "H", "H", "H", "H", "H", "H", "H", "H", "C", "Cl", "Cl", "H", "H", "C", "Cl", "Cl", "H", "H", "C", "Cl", "Cl", "H", "H", "C", "Cl", "Cl", "H", "H", "C", "Cl", "Cl", "H", "H", "C", "Cl", "Cl", "H", "H", "C", "Cl", "Cl", "H", "H", "C", "Cl", "Cl", "H", "H", "C", "Cl", "Cl", "H", "H", "C", "Cl", "Cl", "H", "H", "C", "Cl", "Cl", "H", "H", "C", "Cl", "Cl", "H", "H", "C", "Cl", "Cl", "H", "H", "C", "Cl", "Cl", "H", "H", "C", "Cl", "Cl", "H", "H", "C", "Cl", "Cl", "H", "H", "C", "Cl", "Cl", "H", "H", "C", "Cl", "Cl", "H", "H", "C", "Cl", "Cl", "H", "H", "C", "Cl", "Cl", "H", "H", "C", "Cl", "Cl", "H", "H"],
  "positions_angstrom": [[-2.183, -1.541, -2.133], [-3.231, -2.678, -2.075], [-4.375, -2.387, -1.078], [-3.904, -2.310, 0.398], [-3.794, -0.859, 0.898], [-3.406, -0.674, 2.385], [-2.234, -1.529, 2.922], [-2.471, -1.975, 4.380], [-2.545, -0.775, 5.340], [-1.312, 0.152, 5.130], [-0.291, -0.458, 4.163], [-0.921, -0.732, 2.809], [0.054, -1.403, 1.887], [1.055, -0.439, 1.266], [0.381, 0.656, 0.416], [0.128, 1.979, 1.180], [-1.337, 2.458, 1.072], [-1.835, 3.188, 2.347], [-2.675, -0.565, -2.298], [-1.431, -1.717, -2.911], [-1.640, -1.478, -1.168], [-2.726, -3.616, -1.779], [-3.672, -2.785, -3.077], [-5.119, -3.192, -1.168], [-4.835, -1.423, -1.351], [-2.921, -2.821, 0.442], [-4.574, -2.859, 1.076], [-3.140, -0.249, 0.249], [-4.803, -0.419, 0.795], [-3.144, 0.393, 2.532], [-4.280, -0.853, 3.026], [-2.082, -2.444, 2.339], [-1.725, -2.713, 4.708], [-3.446, -2.493, 4.378], [-3.475, -0.212, 5.183], [-2.551, -1.152, 6.375], [-0.816, 0.372, 6.087], [-1.659, 1.123, 4.731], [0.533, 0.254, 3.990], [0.162, -1.384, 4.542], [-1.161, 0.189, 2.426], [-0.500, -1.934, 1.098], [0.571, -2.165, 2.486], [1.718, 0.013, 2.026], [1.705, -1.055, 0.622], [-0.569, 0.251, 0.019], [1.025, 0.834, -0.462], [0.828, 2.752, 0.835], [0.343, 1.813, 2.254], [-1.999, 1.577, 0.923], [-1.499, 3.112, 0.204], [-1.546, 4.251, 2.324], [-1.398, 2.729, 3.254], [-2.929, 3.129, 2.417], [3.953, 2.728, 0.587], [3.470, 2.282, 2.234], [3.548, 4.407, 0.230], [5.026, 2.599, 0.497], [3.429, 2.086, -0.112], [-3.577, 5.139, -1.405], [-2.177, 5.928, -0.666], [-4.294, 3.940, -0.314], [-4.334, 5.879, -1.640], [-3.241, 4.623, -2.298], [3.206, -2.260, 3.991], [2.863, -1.506, 5.555], [2.269, -3.730, 3.706], [2.933, -1.543, 3.225], [4.263, -2.489, 3.927], [5.396, -3.978, 0.721], [5.970, -4.069, 2.391], [3.774, -3.273, 0.599], [6.075, -3.356, 0.157], [5.356, -4.983, 0.316], [-7.131, 8.055, -3.030], [-5.780, 9.002, -3.658], [-6.598, 6.501, -2.365], [-7.609, 8.616, -2.236], [-7.823, 7.856, -3.840], [6.949, -1.006, -2.253], [7.062, -2.699, -2.761], [6.191, -0.865, -0.656], [7.950, -0.594, -2.197], [6.341, -0.476, -2.966], [0.645, -3.787, 7.885], [1.057, -3.562, 9.584], [-0.908, -3.026, 7.475], [1.415, -3.333, 7.276], [0.562, -4.847, 7.680], [2.248, -6.388, -2.096], [0.923, -6.142, -3.236], [3.830, -6.320, -2.887], [2.207, -5.601, -1.350], [2.137, -7.363, -1.635], [6.337, -3.820, -6.492], [5.329, -2.483, -7.065], [5.605, -4.740, -5.166], [6.488, -4.484, -7.336], [7.286, -3.415, -6.155], [3.338, 6.516, -2.681], [4.602, 5.836, -3.708], [3.410, 8.283, -2.613], [2.374, 6.220, -3.078], [3.470, 6.119, -1.682], [8.082, -2.759, -9.981], [9.477, -1.992, -9.217], [7.848, -4.421, -9.413], [7.195, -2.190, -9.727], [8.239, -2.786, -11.053], [-8.391, -2.193, -0.191], [-7.278, -3.282, 0.650], [-7.836, -0.516, -0.139], [-8.458, -2.503, -1.228], [-9.360, -2.254, 0.292], [-2.134, 1.796, -4.142], [-1.690, 2.243, -2.490], [-3.717, 2.442, -4.588], [-1.389, 2.205, -4.815], [-2.167, 0.715, -4.207], [6.344, 2.208, -6.119], [6.330, 0.441, -6.221], [5.660, 2.781, -4.591], [7.368, 2.554, -6.188], [5.747, 2.601, -6.934], [0.553, 5.539, -6.019], [0.501, 5.062, -4.311], [1.857, 6.682, -6.339], [0.715, 4.649, -6.615], [-0.392, 6.008, -6.266], [1.594, 8.740, 0.306], [1.382, 9.707, 1.768], [0.498, 7.346, 0.268], [1.380, 9.360, -0.556], [2.614, 8.376, 0.275], [-11.258, -0.369, 2.196], [-11.610, 0.137, 0.538], [-12.502, -1.433, 2.856], [-10.314, -0.903, 2.196], [-11.194, 0.518, 2.816], [2.914, -2.362, -3.137], [2.029, -1.290, -2.025], [3.334, -1.527, -4.639], [3.817, -2.708, -2.648], [2.267, -3.193, -3.389], [-6.653, -2.560, 4.278], [-6.001, -2.141, 5.866], [-8.209, -1.797, 3.952], [-5.954, -2.221, 3.521], [-6.782, -3.635, 4.226], [6.578, 2.530, 4.345], [7.818, 3.636, 3.746], [7.263, 1.015, 4.948], [6.046, 3.014, 5.156], [5.906, 2.297, 3.529], [0.765, -7.335, 4.586], [-0.182, -5.960, 5.176], [1.564, -6.941, 3.057], [1.525, -7.575, 5.321], [0.096, -8.172, 4.427]]
}

[2]
{
  "formula": "C38H79FN2O4P",
  "method": "ωB97M-V with the def2-TZVPD basis set",
  "orbital_gap_ev": [5.8, 5.3],
  "homo_ha": [-0.1389, -0.1389],
  "total_charge": -1,
  "e_tot_ha": -2346.79896,
  "e_lumo_ev": [1.981, 1.521],
  "multiplicity": 3,
  "elements": ["C", "C", "C", "C", "C", "C", "C", "C", "C", "C", "C", "C", "O", "P", "C", "C", "C", "C", "C", "O", "C", "C", "C", "F", "H", "H", "H", "H", "H", "H", "H", "H", "H", "H", "H", "H", "H", "H", "H", "H", "H", "H", "H", "H", "H", "H", "H", "H", "H", "H", "H", "H", "H", "H", "H", "H", "H", "H", "H", "H", "H", "H", "H", "H", "H", "H", "H", "C", "C", "C", "C", "C", "C", "N", "O", "C", "C", "C", "H", "H", "H", "H", "H", "H", "H", "H", "H", "H", "H", "H", "H", "H", "H", "H", "H", "H", "C", "C", "C", "C", "C", "C", "N", "O", "C", "C", "C", "H", "H", "H", "H", "H", "H", "H", "H", "H", "H", "H", "H", "H", "H", "H", "H", "H", "H"],
  "positions_angstrom": [[1.723, -0.479, 4.678], [1.389, 1.016, 4.966], [2.327, 1.995, 4.209], [1.753, 2.407, 2.821], [2.738, 2.069, 1.652], [2.060, 1.542, 0.368], [1.256, 2.592, -0.429], [-0.051, 3.070, 0.236], [-1.035, 1.947, 0.619], [-2.205, 2.599, 1.441], [-3.581, 2.414, 0.757], [-4.191, 1.011, 1.031], [-3.522, 0.263, 2.040], [-4.428, -1.211, 2.193], [-2.928, -2.387, 1.954], [-1.604, -1.698, 1.561], [-0.478, -2.721, 1.189], [0.840, -1.904, 1.016], [-0.216, -3.768, 2.285], [-5.931, -0.258, 2.146], [-5.686, 0.946, 1.440], [-6.150, 2.028, 2.452], [-7.648, 1.875, 2.766], [-7.850, 1.219, 3.965], [1.691, -1.012, 5.633], [1.018, -0.905, 3.960], [2.722, -0.579, 4.238], [1.450, 1.217, 6.043], [0.361, 1.248, 4.667], [3.344, 1.588, 4.148], [2.414, 2.919, 4.802], [0.758, 1.995, 2.640], [1.638, 3.500, 2.820], [3.426, 2.904, 1.465], [3.372, 1.249, 2.025], [1.481, 0.644, 0.608], [2.872, 1.202, -0.296], [1.013, 2.175, -1.418], [1.942, 3.433, -0.620], [-0.576, 3.718, -0.483], [0.153, 3.659, 1.136], [-1.502, 1.461, -0.245], [-0.606, 1.177, 1.266], [-2.221, 2.245, 2.476], [-2.037, 3.687, 1.489], [-4.271, 3.185, 1.128], [-3.441, 2.593, -0.316], [-3.917, 0.441, 0.127], [-4.670, -1.396, 0.762], [-5.303, -2.381, 2.357], [-4.352, -1.227, 3.639], [-3.194, -3.061, 1.124], [-2.828, -2.977, 2.881], [-1.769, -1.103, 0.653], [-1.198, -1.083, 2.374], [-0.697, -3.160, 0.208], [1.736, -2.535, 1.054], [0.873, -1.162, 1.825], [0.802, -1.351, 0.069], [-1.121, -4.147, 2.768], [0.404, -3.314, 3.075], [0.329, -4.638, 1.891], [-6.282, 0.972, 0.506], [-5.961, 3.040, 2.069], [-5.619, 1.819, 3.386], [-8.161, 2.840, 2.855], [-8.138, 1.300, 1.972], [-0.125, -9.710, 0.519], [-0.231, -8.375, -0.250], [-0.549, -8.652, -1.723], [0.644, -9.199, -2.504], [1.858, -8.288, -2.339], [2.207, -8.006, -0.874], [1.019, -7.585, -0.086], [0.754, -6.343, -0.379], [2.853, -9.256, -0.241], [3.309, -6.942, -0.819], [-1.423, -7.655, 0.391], [0.414, -10.485, -0.022], [0.354, -9.565, 1.489], [-1.118, -10.120, 0.707], [-0.886, -7.729, -2.204], [-1.384, -9.354, -1.789], [0.882, -10.218, -2.182], [0.384, -9.271, -3.563], [2.722, -8.733, -2.841], [1.657, -7.344, -2.855], [2.960, -9.135, 0.838], [3.851, -9.415, -0.653], [2.309, -10.178, -0.432], [3.023, -6.022, -1.326], [4.207, -7.313, -1.314], [3.569, -6.700, 0.212], [-1.224, -7.423, 1.438], [-2.307, -8.291, 0.348], [-1.674, -6.728, -0.122], [0.850, 6.793, -5.422], [1.130, 6.323, -3.978], [0.397, 7.234, -2.988], [1.046, 8.609, -2.843], [2.530, 8.472, -2.510], [3.290, 7.577, -3.494], [2.596, 6.281, -3.724], [2.804, 5.516, -2.691], [3.491, 8.321, -4.830], [4.712, 7.354, -2.968], [0.520, 4.919, -3.905], [0.884, 7.874, -5.545], [1.554, 6.342, -6.123], [-0.151, 6.494, -5.733], [0.370, 6.757, -2.003], [-0.643, 7.350, -3.301], [0.910, 9.198, -3.755], [0.545, 9.165, -2.048], [2.993, 9.461, -2.485], [2.623, 8.064, -1.498], [3.883, 7.649, -5.595], [4.211, 9.131, -4.707], [2.587, 8.789, -5.213], [4.722, 6.918, -1.970], [5.238, 8.307, -2.904], [5.278, 6.701, -3.634], [1.030, 4.234, -4.586], [-0.532, 4.955, -4.189], [0.562, 4.498, -2.901]]
}

[3]
{
  "formula": "C38H79O32PS2",
  "method": "ωB97M-V with the def2-TZVPD basis set",
  "orbital_gap_ev": 10.2,
  "smiles": "CCOP(=O)(OCC)OCC.O=S1(=O)CCCC1.O=S1(=O)CCCC1.COC(=O)OC.COC(=O)OC.COC(=O)OC.COC(=O)OC.COC(=O)OC.COC(=O)OC.COC(=O)OC.COC(=O)OC",
  "homo_ha": -0.3620,
  "e_tot_ha": -5040.69691,
  "e_lumo_ev": 0.325,
  "multiplicity": 1,
  "elements": ["C", "C", "C", "S", "O", "O", "C", "H", "H", "H", "H", "H", "H", "H", "H", "C", "C", "C", "S", "O", "O", "C", "H", "H", "H", "H", "H", "H", "H", "H", "C", "O", "C", "O", "O", "C", "H", "H", "H", "H", "H", "H", "C", "O", "C", "O", "O", "C", "H", "H", "H", "H", "H", "H", "C", "O", "C", "O", "O", "C", "H", "H", "H", "H", "H", "H", "C", "O", "C", "O", "O", "C", "H", "H", "H", "H", "H", "H", "C", "O", "C", "O", "O", "C", "H", "H", "H", "H", "H", "H", "C", "O", "C", "O", "O", "C", "H", "H", "H", "H", "H", "H", "C", "O", "C", "O", "O", "C", "H", "H", "H", "H", "H", "H", "C", "O", "C", "O", "O", "C", "H", "H", "H", "H", "H", "H", "C", "C", "O", "P", "O", "O", "C", "C", "O", "C", "C", "H", "H", "H", "H", "H", "H", "H", "H", "H", "H", "H", "H", "H", "H", "H"],
  "positions_angstrom": [[-0.396, 0.787, -1.531], [0.619, 1.390, -0.547], [1.544, 0.350, 0.151], [0.544, -1.217, -0.003], [0.065, -1.712, 1.226], [1.200, -2.098, -0.989], [-0.892, -0.456, -0.858], [0.046, 0.349, -2.427], [-1.278, 1.311, -1.897], [0.184, 1.899, 0.313], [1.257, 2.175, -0.953], [1.904, 0.475, 1.172], [2.402, 0.134, -0.486], [-1.664, -0.187, -0.136], [-1.378, -1.266, -1.401], [-1.991, 3.537, 5.419], [-1.417, 4.883, 5.061], [-0.391, 4.674, 3.919], [0.440, 3.076, 4.256], [1.709, 3.242, 4.986], [0.362, 2.224, 3.090], [-0.843, 2.538, 5.486], [-2.687, 3.355, 4.601], [-2.509, 3.467, 6.376], [-0.809, 5.300, 5.864], [-2.184, 5.607, 4.785], [0.366, 5.407, 3.638], [-0.909, 4.536, 2.971], [-0.329, 2.550, 6.447], [-0.989, 1.484, 5.249], [-0.148, 4.664, 0.113], [0.647, 5.490, 0.979], [1.866, 5.700, 0.595], [2.444, 5.415, -0.501], [2.498, 6.202, 1.693], [3.903, 6.465, 1.613], [0.310, 4.012, -0.631], [-0.861, 5.296, -0.416], [-0.772, 4.043, 0.757], [4.517, 5.565, 1.643], [4.161, 7.174, 2.399], [4.149, 7.052, 0.728], [-3.015, 1.779, 1.947], [-3.838, 2.461, 2.784], [-5.084, 2.894, 2.399], [-5.451, 3.132, 1.254], [-5.747, 3.006, 3.517], [-7.143, 3.143, 3.570], [-2.490, 2.352, 1.183], [-3.618, 1.107, 1.337], [-2.205, 1.298, 2.496], [-7.361, 3.534, 4.564], [-7.515, 2.119, 3.561], [-7.483, 3.746, 2.728], [-3.931, 2.230, -1.954], [-3.804, 0.867, -1.499], [-4.135, -0.158, -2.270], [-4.242, -0.020, -3.536], [-4.301, -1.230, -1.501], [-4.687, -2.481, -2.129], [-3.633, 2.894, -1.143], [-4.985, 2.438, -2.136], [-3.289, 2.546, -2.776], [-4.801, -3.292, -1.409], [-4.004, -2.648, -2.962], [-5.627, -2.152, -2.571], [5.108, -4.027, 0.407], [4.057, -4.289, 1.227], [4.247, -4.309, 2.559], [5.357, -4.396, 3.116], [3.020, -4.348, 3.181], [1.802, -4.020, 2.442], [5.003, -4.378, -0.619], [6.031, -4.459, 0.793], [5.075, -2.938, 0.361], [0.982, -3.956, 3.158], [1.607, -4.839, 1.750], [1.919, -3.047, 1.966], [3.962, -4.447, -7.736], [4.333, -4.278, -6.422], [3.390, -4.082, -5.430], [2.155, -4.031, -5.497], [3.997, -3.946, -4.176], [3.341, -3.615, -2.988], [4.863, -4.243, -8.314], [3.119, -3.789, -7.947], [3.560, -5.429, -7.986], [3.705, -4.213, -2.152], [2.258, -3.727, -3.044], [3.448, -2.554, -2.762], [1.236, -0.620, 4.716], [1.888, 0.124, 5.720], [3.168, 0.357, 5.574], [3.845, 0.111, 4.580], [3.542, 1.042, 6.615], [4.831, 1.671, 6.711], [1.771, -1.528, 4.436], [0.956, 0.134, 3.980], [0.299, -1.082, 5.026], [5.665, 1.059, 6.369], [5.210, 1.835, 7.720], [4.741, 2.664, 6.270], [-0.934, 2.247, -5.465], [-0.733, 2.883, -4.218], [-1.433, 3.986, -3.817], [-1.370, 4.441, -2.669], [-2.235, 4.436, -4.803], [-3.279, 5.328, -4.553], [-0.339, 1.338, -5.549], [-0.522, 2.857, -6.269], [-1.977, 2.059, -5.719], [-4.147, 4.711, -4.323], [-3.467, 5.969, -5.414], [-3.089, 5.901, -3.645], [3.180, 3.618, -3.723], [2.939, 2.557, -4.667], [2.999, 1.272, -4.279], [3.510, 0.854, -3.269], [2.325, 0.541, -5.206], [2.306, -0.877, -5.218], [2.884, 4.582, -4.137], [4.207, 3.594, -3.357], [2.623, 3.542, -2.789], [3.158, -1.425, -4.817], [2.058, -1.213, -6.225], [1.464, -1.235, -4.625], [-2.144, -2.910, 3.381], [-3.042, -3.439, 2.208], [-2.397, -3.404, 0.923], [-2.105, -4.708, 0.036], [-3.177, -5.724, 0.090], [-1.702, -3.966, -1.319], [-0.966, -4.648, -2.284], [-0.800, -3.699, -3.497], [-0.674, -5.272, 0.499], [-0.303, -6.638, 0.292], [-0.421, -7.461, 1.590], [-2.009, -1.830, 3.314], [-2.513, -3.038, 4.398], [-1.168, -3.341, 3.157], [-3.365, -4.446, 2.474], [-3.936, -2.816, 2.167], [0.035, -4.897, -1.933], [-1.482, -5.544, -2.628], [-0.429, -2.740, -3.136], [-0.023, -4.010, -4.195], [-1.755, -3.586, -4.009], [-0.943, -7.075, -0.474], [0.745, -6.676, -0.006], [-1.369, -7.356, 2.116], [-0.211, -8.514, 1.402], [0.233, -7.089, 2.379]]
}